# 1
Here is an isolated ion of composition C3H6N2O2 and charge -1 in a non-equilibrium geometry from the Open Molecules 2025 dataset. Energies are from wB97M-V/def2-TZVPD.

Last column: Löwdin spin population.
Atoms and positions in Å:
N: 0.17 0.33 -0.29  0.171
N: 2.49 -0.33 -0.31  0.008
C: 1.35 0.03 0.63  0.097
H: 3.23 0.34 -0.24  0.003
C: -2.24 0.16 -0.59  0.016
H: 1.09 -0.96 1.06  0.073
O: 1.68 0.88 1.54  0.595
H: -3.04 0.34 0.14  0.001
C: -0.95 -0.09 0.24  0.013
H: -2.08 1.00 -1.27  0.001
H: -2.61 -0.75 -1.06  0.000
H: 2.09 -0.37 -1.23  0.002
O: -1.17 -0.58 1.38  0.019

Results
Spin multiplicity: 2
Relative energy (zero: lowest compared OMol25 entry of this formula, charge and spin) (kJ/mol): 75.6
HOMO-LUMO gap (spin up / spin down) (Eh): 0.312 / 0.244
Charge: -1
HOMO level (spin up / spin down) (Ha): -0.1503 / -0.1463


# 2
Here is C3H6N2O2 in the gas phase in a non-equilibrium geometry from the Open Molecules 2025 dataset. Energies are from wB97M-V/def2-TZVPD.

Last column: Löwdin charge in e.
Atoms and positions in Å:
H: -0.86 -1.78 2.38  0.099
C: -0.35 -0.72 0.83  -0.570
N: -0.76 0.30 -0.01  0.162
O: -0.64 1.64 -1.77  0.071
C: 1.38 0.50 -1.32  -0.002
C: -0.03 0.92 -1.00  -0.482
H: -1.69 0.65 0.16  0.155
H: 1.78 1.17 -2.07  0.086
H: -1.77 -0.38 2.28  0.095
O: 0.74 -1.24 0.81  0.069
H: 2.00 0.58 -0.42  0.085
H: 1.48 -0.53 -1.64  0.091
N: -1.30 -1.12 1.77  0.141

Results
Structure (SMILES): CC(=O)NC(N)=O
Relative energy (zero: lowest compared OMol25 entry of this formula, charge and spin) (kJ/mol): 21.0
HOMO-LUMO gap (Eh): 0.398
Charge: 0
HOMO level (Ha): -0.3766


# 3
Here is C3H6N2O2 as an isolated structure in a non-equilibrium geometry from the Open Molecules 2025 dataset. Energies are from wB97M-V/def2-TZVPD.

Last column: Löwdin charge in e.
Atoms and positions in Å:
N: 0.23 -0.90 0.34  -0.099
H: -2.12 1.27 0.63  0.155
O: -0.85 0.24 2.16  -0.018
N: -0.69 -0.09 0.04  -0.215
C: 1.61 -0.34 -0.12  -0.065
C: -0.94 0.26 -1.30  -0.254
H: 0.11 -1.14 1.25  0.064
H: 1.33 0.49 -1.03  0.117
O: -0.38 -0.40 -2.19  0.000
H: -1.41 1.46 -1.54  0.208
H: 2.09 0.05 1.18  0.164
C: -1.25 0.63 1.03  -0.218
H: 2.27 -1.53 -0.45  0.160

Results
Relative energy (zero: lowest compared OMol25 entry of this formula, charge and spin) (kJ/mol): 704.2
HOMO-LUMO gap (Eh): 0.342
Charge: 0
HOMO level (Ha): -0.3291


# 4
Here is C3H6N2O2 in the gas phase in a non-equilibrium geometry from the Open Molecules 2025 dataset. Energies are from wB97M-V/def2-TZVPD.

Last column: Löwdin charge in e.
Atoms and positions in Å:
H: 1.01 1.28 -1.91  0.101
H: -0.55 -0.29 -1.99  0.106
N: -1.90 -0.53 1.51  0.068
C: 1.29 0.03 -0.29  -0.513
H: -2.06 -0.25 2.47  0.094
C: -0.16 -0.20 -0.14  -0.269
H: -2.53 -0.09 0.84  0.092
C: -0.58 -0.48 1.12  -0.116
O: 2.09 -0.30 0.58  0.024
N: 1.67 0.67 -1.44  0.151
H: 2.65 0.94 -1.48  0.112
O: -1.03 0.01 -1.20  0.015
H: 0.09 -0.79 1.92  0.134

Results
Structure (SMILES): N/C=C(\O)C(N)=O
Relative energy (zero: lowest compared OMol25 entry of this formula, charge and spin) (kJ/mol): 134.1
HOMO-LUMO gap (Eh): 0.321
Charge: 0
HOMO level (Ha): -0.2968


# 5
Here is C3H6N2O2 in the gas phase in a non-equilibrium geometry from the Open Molecules 2025 dataset. Energies are from wB97M-V/def2-TZVPD.

Last column: Löwdin charge in e.
Atoms and positions in Å:
O: -0.36 -0.79 0.71  -0.010
C: 2.30 -0.37 0.70  -0.014
H: -2.28 -0.29 -0.31  0.100
O: 1.67 1.58 -0.63  0.147
C: 1.42 0.55 -0.05  -0.378
H: 3.40 -0.32 0.26  0.130
H: -2.53 1.02 0.96  0.089
N: 0.01 0.24 0.18  -0.300
H: -2.79 1.39 -0.70  0.076
N: -0.79 1.13 -0.16  0.053
C: -2.17 0.79 -0.03  -0.094
H: 2.39 0.03 1.72  0.101
H: 2.18 -1.48 0.66  0.100

Results
Structure (SMILES): C/N=[N+](\[O-])C(C)=O
Relative energy (zero: lowest compared OMol25 entry of this formula, charge and spin) (kJ/mol): 455.1
HOMO-LUMO gap (Eh): 0.347
Charge: 0
HOMO level (Ha): -0.3643


# 6
Here is C3H6N2O2 as an isolated structure from the Open Molecules 2025 dataset. Energies are from wB97M-V/def2-TZVPD.

Last column: Löwdin charge in e.
Atoms and positions in Å:
O: -1.51 -0.18 -0.37  -0.161
N: 0.97 0.96 1.68  0.232
H: 0.05 -1.88 -2.59  0.044
H: 1.60 0.42 2.25  0.136
H: -0.73 -2.21 -0.39  0.134
H: -1.25 1.76 0.38  0.125
H: 0.68 1.88 1.98  0.129
H: -0.33 1.36 -1.11  0.129
C: 0.38 0.37 0.65  -0.345
O: 0.68 -0.83 0.38  0.086
C: -0.76 0.94 -0.17  -0.257
C: -0.20 -1.36 -0.80  -0.325
N: 0.42 -1.23 -1.90  0.072

Results
Relative energy (zero: lowest compared OMol25 entry of this formula, charge and spin) (kJ/mol): 368.7
HOMO-LUMO gap (Eh): 0.316
Charge: 0
HOMO level (Ha): -0.3018


# 7
Here is C3H6N2O2 as an isolated structure in a non-equilibrium geometry from the Open Molecules 2025 dataset. Energies are from wB97M-V/def2-TZVPD.

Last column: Löwdin charge in e.
Atoms and positions in Å:
O: -0.47 1.72 0.74  -0.046
O: 1.08 -0.91 -0.42  0.085
C: 1.43 0.21 0.16  -0.481
H: -0.87 -0.46 -1.71  0.153
N: 2.55 0.51 0.68  0.149
H: 2.50 1.47 1.03  0.060
H: -2.20 -0.48 0.59  0.108
C: -1.40 -1.11 0.19  -0.047
H: 0.46 1.68 -1.08  0.136
C: 0.18 1.15 -0.15  -0.397
H: -0.81 -1.46 1.03  0.107
H: -1.85 -1.96 -0.33  0.092
N: -0.59 -0.35 -0.74  0.080

Results
Relative energy (zero: lowest compared OMol25 entry of this formula, charge and spin) (kJ/mol): 594.5
HOMO-LUMO gap (Eh): 0.256
Charge: 0
HOMO level (Ha): -0.3196


# 8
Here is a 2-piece molecular cluster, C3H6N2O2 overall in a non-equilibrium geometry from the Open Molecules 2025 dataset. Energies are from wB97M-V/def2-TZVPD.

Last column: Löwdin charge in e.
Atoms and positions in Å:
H: 3.02 0.78 1.46  0.106
O: -1.69 0.99 0.15  0.073
H: 3.27 -1.02 0.77  0.108
N: 0.84 0.51 -0.56  0.171
H: 4.01 0.48 0.04  0.103
H: -1.18 -1.03 -1.31  0.084
H: -3.91 -0.91 0.02  0.081
C: 3.11 0.08 0.58  -0.072
N: -2.23 -1.11 -0.91  0.084
C: -2.44 -0.07 -0.16  -0.624
O: -3.67 -0.06 0.38  0.086
C: 1.81 0.24 -0.01  -0.241
H: -0.95 1.13 -0.45  0.040

Results
Structure (SMILES): N=C(O)O.CC#N
Relative energy (zero: lowest compared OMol25 entry of this formula, charge and spin) (kJ/mol): 215.0
HOMO-LUMO gap (Eh): 0.362
Charge: 0
HOMO level (Ha): -0.3473


# 9
Here is C3H6N2O2 in the gas phase from the Open Molecules 2025 dataset. Energies are from wB97M-V/def2-TZVPD.

Last column: Löwdin charge in e.
Atoms and positions in Å:
C: -1.44 -0.16 0.53  -0.513
N: -1.48 0.38 -0.71  0.166
H: -2.39 0.62 -1.06  0.113
C: -0.07 -0.64 1.05  -0.081
N: 1.28 0.04 -1.28  0.099
H: -0.68 0.31 -1.33  0.056
H: -0.19 -0.81 2.13  0.131
H: 0.21 -1.58 0.56  0.134
O: 1.01 0.29 0.99  -0.043
O: -2.43 -0.30 1.23  0.043
C: 1.67 0.48 -0.15  -0.305
H: 2.57 1.06 0.05  0.139
H: 1.94 0.32 -2.00  0.062

Results
Structure (SMILES): [H]/N=C/OCC(N)=O
Relative energy (zero: lowest compared OMol25 entry of this formula, charge and spin) (kJ/mol): 123.0
HOMO-LUMO gap (Eh): 0.388
Charge: 0
HOMO level (Ha): -0.3588


# 10
Here is C3H6N2O2 in the gas phase from the Open Molecules 2025 dataset. Energies are from wB97M-V/def2-TZVPD.

Last column: Löwdin charge in e.
Atoms and positions in Å:
N: -0.97 0.55 0.03  0.123
C: -0.30 0.71 -1.16  -0.518
H: -1.97 0.42 0.02  0.152
H: 1.12 -1.49 0.03  0.131
C: 1.10 -0.41 0.25  -0.092
H: 2.04 -0.15 0.74  0.130
O: -0.83 -1.13 1.65  0.005
N: -0.79 1.18 -2.23  0.138
C: -0.17 -0.04 1.06  -0.362
H: 0.05 0.70 1.85  0.150
H: -0.21 -1.87 1.70  0.091
H: -0.07 1.21 -2.95  0.052
O: 1.00 0.31 -0.98  0.001

Results
Structure (SMILES): [H]/N=C1/N[C@@H](O)CO1
Relative energy (zero: lowest compared OMol25 entry of this formula, charge and spin) (kJ/mol): 159.3
HOMO-LUMO gap (Eh): 0.366
Charge: 0
HOMO level (Ha): -0.3417


# 11
Here is C3H6N2O2 in the gas phase in a non-equilibrium geometry from the Open Molecules 2025 dataset. Energies are from wB97M-V/def2-TZVPD.

Last column: Löwdin charge in e.
Atoms and positions in Å:
O: 1.55 -1.89 -2.21  0.029
H: -0.49 -1.57 -2.10  0.134
H: -1.80 1.22 0.69  0.138
H: -0.90 -1.03 0.90  0.133
H: 1.29 -0.80 0.15  0.117
C: 0.55 -1.53 -1.67  -0.345
O: 1.03 0.60 1.85  0.044
N: -0.77 -0.47 0.05  -0.057
H: 0.18 2.44 1.63  0.117
H: -0.62 1.57 -0.56  0.134
N: 0.50 -0.83 -0.47  -0.009
C: 0.24 1.38 1.37  -0.230
C: -0.76 0.93 0.34  -0.202

Results
Structure (SMILES): O=CCNNC=O
Relative energy (zero: lowest compared OMol25 entry of this formula, charge and spin) (kJ/mol): 255.2
HOMO-LUMO gap (Eh): 0.393
Charge: 0
HOMO level (Ha): -0.3664


# 12
Here is C3H6N2O2 in the gas phase from the Open Molecules 2025 dataset. Energies are from wB97M-V/def2-TZVPD.

Last column: Löwdin charge in e.
Atoms and positions in Å:
O: 2.63 -0.50 2.67  0.039
H: 0.21 0.04 2.30  0.156
C: -1.96 -0.07 -0.78  -0.070
H: 2.63 -0.36 0.63  0.130
N: 0.79 0.08 1.47  0.122
H: -2.94 -0.42 -0.47  0.095
C: 0.16 0.21 0.23  -0.509
H: -2.04 0.94 -1.21  0.099
H: -1.55 -0.76 -1.52  0.096
C: 2.12 -0.28 1.60  -0.314
N: 0.81 0.51 -0.81  0.166
H: 0.24 0.51 -1.65  0.043
O: -1.16 -0.05 0.40  -0.055

Results
Structure (SMILES): [H]/N=C(/NC=O)OC
Relative energy (zero: lowest compared OMol25 entry of this formula, charge and spin) (kJ/mol): 135.0
HOMO-LUMO gap (Eh): 0.395
Charge: 0
HOMO level (Ha): -0.3715